Molecular formula: C46H55CsF2N2O2P
Method: DFT, the ωB97M-V functional and the def2-TZVPD basis

Computed properties:
charge: -1
relative energy (zero: lowest compared OMol25 entry of this formula, charge and spin): 1.473 eV
gap between HOMO and LUMO: 5.35 eV

Geometry as XYZ:
```
109
Properties=species:S:1:pos:R:3:lowdin_charge:R:1
Cs 2.81456 1.55499 1.78366 0.996
O 1.68801 -1.18749 3.48104 -0.148
C 2.41191 -1.70711 2.52790 -0.664
O 2.35120 -1.44126 1.28901 -0.159
C 3.39395 -2.76417 3.05231 -0.211
C 3.79027 -2.57427 4.39616 -0.006
C 4.50199 -3.62921 4.95802 -0.099
C 4.99295 -4.69910 4.20911 -0.073
C 4.49349 -4.80182 2.87387 -0.130
N 3.75639 -3.81285 2.37023 0.106
H 3.47616 -1.64756 4.88252 0.112
H 4.67055 -3.62670 6.04207 0.099
H 5.60911 -5.39899 4.75434 0.083
H 4.85139 -5.56289 2.20619 0.086
F -0.58932 6.54547 3.37415 0.023
C 0.10010 6.06924 2.31714 -0.309
C 0.92506 4.95636 2.65007 -0.094
C 1.62775 4.53033 1.55669 -0.204
C 1.64633 5.06075 0.32165 -0.203
C 0.68151 6.06122 0.12084 -0.217
F 0.62964 6.63087 -1.12017 0.019
C -0.07570 6.63992 1.11742 0.024
C 2.74344 4.55645 -0.56408 -0.175
C 2.74607 4.74604 -1.99956 -0.006
C 3.86001 4.32465 -2.69510 -0.089
C 4.89824 3.60845 -2.06557 -0.082
C 4.75610 3.40072 -0.71499 -0.194
N 3.65742 3.69559 -0.00831 -0.053
H 0.95721 4.49828 3.63322 0.083
H -0.73382 7.48485 0.93797 0.128
H 1.90031 5.20326 -2.50740 0.102
H 3.96770 4.62250 -3.70836 0.087
H 5.75776 3.23057 -2.60529 0.093
H 5.46472 2.80678 -0.17090 0.090
C -1.95065 2.79020 3.60385 -0.082
C -0.89100 1.71958 3.30550 -0.384
C -0.44800 1.00849 4.59154 -0.063
C -1.32518 0.77144 2.18644 -0.134
C -1.12899 -0.65160 2.09231 0.044
C -1.63367 -1.35011 1.02910 -0.131
C -1.84030 -2.84350 1.16551 -0.336
C -1.13774 -3.48335 2.36111 -0.069
C -3.35784 -3.21428 1.29007 -0.050
C -2.29893 -0.68670 -0.07540 -0.114
C -2.61934 0.66012 0.11783 -0.158
C -1.99340 1.35545 1.14814 -0.016
C -3.57875 1.39246 -0.77208 -0.370
C -4.93886 1.30125 -0.08615 -0.064
C -3.23128 2.87519 -0.93802 -0.069
C -2.65369 -1.40875 -1.30743 -0.189
C -3.94883 -1.85301 -1.50713 -0.074
C -4.38121 -2.58167 -2.56760 -0.084
C -3.51255 -2.83243 -3.61904 -0.089
C -2.21671 -2.37434 -3.55096 -0.113
C -1.75368 -1.74947 -2.35542 -0.267
P 0.05898 -1.47546 -2.10520 1.188
C 1.02980 -3.11767 -2.47209 -0.657
C 0.73593 -3.62862 -3.86026 -0.142
C 0.68148 -4.23133 -1.43104 -0.088
C 2.53573 -2.79149 -2.25762 -0.088
C 0.39910 0.05375 -3.22629 -0.691
C -0.25436 -0.20095 -4.58090 -0.127
C -0.31492 1.21525 -2.55647 -0.107
C 1.89958 0.37709 -3.41636 -0.087
H -1.63058 3.39585 4.50776 0.093
H -2.94567 2.35003 3.82813 0.088
H -2.05406 3.41670 2.70436 0.063
H -0.06981 2.38079 2.85993 0.104
H -1.29149 0.40529 4.91790 0.081
H -0.24944 1.80348 5.32446 0.072
H 0.42142 0.33496 4.45559 0.055
H -0.51873 -1.17085 2.82616 0.084
H -1.49048 -3.25073 0.19564 0.109
H -1.56281 -3.16581 3.31295 0.083
H -0.09262 -3.10890 2.38287 0.077
H -1.19944 -4.55954 2.25183 0.077
H -3.99591 -2.32673 1.12277 0.066
H -3.62256 -3.56173 2.29269 0.068
H -3.68585 -3.98272 0.58171 0.074
H -1.94365 2.42287 1.08540 0.094
H -3.64702 0.91378 -1.73924 0.122
H -4.95085 1.95758 0.80047 0.085
H -5.11487 0.32027 0.39088 0.076
H -5.74775 1.54678 -0.75518 0.073
H -3.58447 3.45106 -0.01284 0.103
H -3.75646 3.32015 -1.73624 0.055
H -2.15596 3.02578 -1.09281 0.076
H -4.67081 -1.57114 -0.73919 0.105
H -5.41228 -2.88765 -2.57835 0.100
H -3.82376 -3.50627 -4.42826 0.105
H -1.52182 -2.50247 -4.37907 0.077
H -0.30123 -3.99310 -4.01388 0.069
H 1.30827 -4.52894 -4.10836 0.070
H 1.01911 -2.99234 -4.72748 0.076
H -0.40696 -4.46185 -1.37611 0.080
H 0.98737 -3.92931 -0.42638 0.075
H 1.22857 -5.13996 -1.58664 0.068
H 2.92093 -2.00346 -2.87008 0.036
H 3.04343 -3.74601 -2.51120 0.090
H 2.78093 -2.58459 -1.22685 0.065
H -1.31311 -0.36572 -4.50285 0.047
H 0.19025 -1.04772 -5.14641 0.072
H -0.07992 0.71493 -5.21624 0.095
H -1.40978 1.24055 -2.80660 0.094
H 0.14010 2.15472 -2.89368 0.082
H -0.20501 1.25043 -1.46445 0.077
H 2.52533 -0.38921 -3.87589 0.056
H 2.38240 0.65697 -2.46208 0.088
H 1.85386 1.29434 -4.06700 0.089
```

Molecular formula: C50H32BrCoN4
Method: DFT, the ωB97M-V functional and the def2-TZVPD basis

Computed properties:
charge: -1
gap between HOMO and LUMO (alpha / beta): 4.27 / 5.46 eV
spin multiplicity: 2
⟨S²⟩: 1.088

Geometry as XYZ:
```
88
Properties=species:S:1:pos:R:3:lowdin_spin:R:1
Co 0.05375 0.03857 0.09517 0.692
C 7.64478 0.44029 -0.57741 0.000
C 6.91411 1.58294 -0.85205 0.001
C 5.53255 1.56186 -0.78125 0.000
C 4.86042 0.39132 -0.44736 -0.003
C 5.60335 -0.74824 -0.15921 -0.001
C 6.98494 -0.72430 -0.22132 0.000
C 3.38322 0.35059 -0.34129 -0.020
C 2.80038 0.86291 0.81235 0.020
C 3.50641 1.60513 1.80704 -0.026
C 2.61121 1.91750 2.77848 0.018
C 1.36444 1.30635 2.42329 -0.019
N 1.49165 0.70689 1.19735 0.043
C 0.28592 1.04402 3.28977 0.188
C -0.44480 -0.16138 2.97119 -0.008
C -0.86238 -1.15726 3.87986 0.007
C -1.68955 -2.00743 3.18485 -0.018
C -1.72391 -1.53151 1.85941 0.009
C -2.58428 -1.96567 0.84704 -0.031
C -3.54826 -3.02697 1.19133 -0.004
C -4.69395 -2.78408 1.93878 -0.001
C -5.52818 -3.82914 2.29529 0.000
C -5.22131 -5.12701 1.92444 0.000
C -4.07429 -5.37754 1.19056 0.000
C -3.24830 -4.33400 0.82080 -0.002
C -2.44490 -1.52301 -0.45621 0.009
N -1.35133 -0.83415 -0.91901 -0.058
C -1.46275 -0.83065 -2.27525 0.020
C -0.41142 -0.61550 -3.15647 -0.069
C -0.70971 -0.82352 -4.58947 -0.010
C -0.58664 -2.09218 -5.14424 -0.003
C -0.97524 -2.33092 -6.44884 0.000
C -1.48581 -1.29921 -7.21883 0.000
C -1.59090 -0.02901 -6.68128 0.000
C -1.21242 0.20921 -5.37120 -0.003
C 0.90655 -0.45273 -2.71284 0.025
C 2.06151 -0.56349 -3.53543 0.033
C 3.14359 -0.39458 -2.71981 0.026
C 2.63682 -0.13965 -1.41458 0.028
N 1.26735 -0.21862 -1.42097 -0.043
C -2.71271 -1.41606 -2.67517 0.013
C -3.30398 -1.87359 -1.54490 0.019
N -0.87894 -0.45367 1.72694 0.023
C -0.11511 1.79308 4.45010 0.012
C 0.47536 3.00732 4.85463 0.048
C 0.08725 3.65040 6.01053 -0.003
C -0.92317 3.14385 6.81323 0.059
C -1.59306 2.00759 6.38241 -0.003
C -1.21849 1.37123 5.22320 0.047
H 8.72469 0.46000 -0.62680 0.000
H 7.42454 2.49977 -1.11292 0.000
H 4.95803 2.45501 -0.97654 0.000
H 5.08985 -1.65363 0.13023 0.000
H 7.55234 -1.61211 0.01945 0.000
H 4.54715 1.87186 1.76296 -0.002
H 2.82801 2.42475 3.69799 0.002
H -0.54055 -1.24490 4.89843 0.000
H -2.22362 -2.86219 3.55108 -0.001
H -4.92981 -1.77360 2.23856 0.000
H -6.41905 -3.63659 2.87697 0.000
H -5.87296 -5.94346 2.20411 0.000
H -3.81526 -6.39190 0.92116 0.000
H -2.34830 -4.52186 0.25412 0.000
H -0.20751 -2.89518 -4.52898 0.000
H -0.89146 -3.32605 -6.86039 0.000
H -1.80289 -1.48967 -8.23492 0.000
H -1.98448 0.77817 -7.28291 0.000
H -1.31902 1.19363 -4.93979 0.000
H 2.04533 -0.74574 -4.59392 0.002
H 4.18134 -0.40992 -2.99584 0.001
H -3.03972 -1.53151 -3.69297 0.000
H -4.22898 -2.41297 -1.44615 0.001
H 1.23279 3.46329 4.24099 0.003
H 0.57456 4.57446 6.29404 -0.002
H -1.21095 3.64093 7.72918 0.004
H -2.42426 1.61917 6.95550 -0.002
H -1.80381 0.52698 4.89873 0.002
Br -1.95345 6.02279 -2.56097 0.000
C -1.34966 4.41871 -1.69830 0.000
C -2.06732 3.88387 -0.64829 0.000
C -1.62824 2.69154 -0.08110 0.000
C -0.48877 2.02703 -0.53114 -0.023
C 0.22721 2.64079 -1.56051 -0.001
C -0.19858 3.81645 -2.15817 0.000
H -2.95696 4.37937 -0.28047 0.000
H -2.20283 2.28304 0.74105 0.001
H 1.14340 2.20187 -1.93059 0.001
H 0.35944 4.25185 -2.97653 0.000
```

Molecular formula: C4H3N3O
Method: DFT, the ωB97M-V functional and the def2-TZVPD basis

Computed properties:
charge: 0
relative energy (zero: lowest compared OMol25 entry of this formula, charge and spin): 3.461 eV
gap between HOMO and LUMO: 9.34 eV
SMILES string: N#CC1=NN=C[C@H]1O

Geometry as XYZ:
```
11
Properties=species:S:1:pos:R:3:lowdin_charge:R:1
N 2.66191 -0.77229 -0.74804 0.144
C 1.81235 0.00172 -0.17390 -0.045
C 0.43441 0.33392 0.14191 -0.312
N 0.01776 1.51763 0.43224 0.104
N -1.33816 1.47262 0.72624 0.069
C -1.72247 0.26502 0.44253 -0.047
C -0.56513 -0.67907 0.22187 -0.342
O -0.68831 -1.42432 -0.94829 0.021
H -2.66359 -0.15278 0.70560 0.115
H -0.70074 -1.19704 1.13893 0.167
H -0.27467 -2.31092 -0.92589 0.127
```

Molecular formula: C5H9NO
Method: DFT, the ωB97M-V functional and the def2-TZVPD basis

Computed properties:
charge: 0
relative energy (zero: lowest compared OMol25 entry of this formula, charge and spin): 1.817 eV
gap between HOMO and LUMO: 10.42 eV
SMILES string: C=NC[C@H](C)C=O

Geometry as XYZ:
```
16
Properties=species:S:1:pos:R:3:lowdin_charge:R:1
C 0.57882 2.47926 -1.21875 -0.051
N 0.65620 1.50400 -0.42136 -0.023
C -0.32292 0.42900 -0.53080 -0.230
C 0.22597 -0.81549 0.16377 -0.351
C -0.84634 -1.89098 0.37031 -0.063
C 0.78016 -0.42256 1.52092 -0.262
O 1.71675 -0.96672 2.05198 0.058
H 1.29585 3.29618 -1.12391 0.069
H -0.18092 2.56750 -2.00784 0.079
H -0.59760 0.21080 -1.57439 0.123
H -1.24106 0.75049 -0.01761 0.126
H 1.06030 -1.23220 -0.41175 0.145
H -1.66048 -1.51734 1.00465 0.084
H -0.41582 -2.77178 0.85590 0.085
H -1.28287 -2.20324 -0.58448 0.081
H 0.22138 0.38966 2.03749 0.131
```

Molecular formula: C5H15N2
Method: DFT, the ωB97M-V functional and the def2-TZVPD basis

Computed properties:
charge: +2
relative energy (zero: lowest compared OMol25 entry of this formula, charge and spin): 3.149 eV
gap between HOMO and LUMO (alpha / beta): 13.10 / 6.53 eV
spin multiplicity: 2
⟨S²⟩: 0.755

Geometry as XYZ:
```
22
Properties=species:S:1:pos:R:3:lowdin_spin:R:1
N 1.22443 -0.38851 0.91053 0.615
C 1.33943 -0.78584 -0.49095 0.073
C 0.85670 -2.20560 -0.86390 0.057
C 0.57129 0.31703 -1.28748 0.068
N -0.05142 1.17155 -0.20342 0.090
C -1.50739 0.88388 0.04807 0.008
C -1.89447 1.32439 1.42383 0.005
H 0.58454 -0.94718 1.50107 0.013
H 2.10167 -0.14421 1.37756 0.012
H 0.46628 0.86052 0.55696 0.033
H 2.39147 -0.71607 -0.71085 0.004
H -0.15124 -2.38973 -0.50233 0.001
H 1.54766 -2.89821 -0.37332 0.003
H 0.95407 -2.30109 -1.92503 0.005
H 1.44474 0.84492 -1.69001 0.004
H -0.09054 0.08262 -2.11565 0.001
H -0.00132 2.15808 -0.48542 0.001
H -2.06260 1.18252 -0.85033 0.006
H -1.62412 -0.19818 0.03425 0.000
H -1.80701 2.38212 1.68480 0.000
H -1.39911 0.74379 2.21543 0.002
H -2.89304 1.02319 1.74619 0.000
```

Molecular formula: C17H19AsF6IrN3O2
Method: DFT, the ωB97M-V functional and the def2-TZVPD basis

Computed properties:
charge: +1
relative energy (zero: lowest compared OMol25 entry of this formula, charge and spin): 1.567 eV
gap between HOMO and LUMO (alpha / beta): 7.53 / 4.50 eV
spin multiplicity: 2
⟨S²⟩: 0.777

Geometry as XYZ:
```
49
Properties=species:S:1:pos:R:3:lowdin_spin:R:1
Ir 0.61767 0.95201 -0.24233 0.008
O -0.23570 -4.10512 1.06874 0.212
C -1.01870 -3.51984 1.90492 0.161
C -1.83723 -4.34874 2.73266 0.136
C -2.69953 -3.77332 3.61625 0.015
C -2.78177 -2.36829 3.70537 0.276
C -1.98133 -1.53439 2.89994 0.028
C -1.09630 -2.08221 2.00937 0.115
C -0.25448 -1.22791 1.15622 0.003
O -0.33520 0.04330 1.27659 0.003
N 0.55151 -1.83602 0.32490 0.020
N 1.31436 -0.85768 -0.28141 0.000
C 2.53780 -1.07355 -0.62784 0.004
C 3.38778 0.10981 -0.75521 0.000
C 4.69768 0.06449 -1.19819 0.001
C 5.46957 1.21350 -1.07024 0.000
C 4.91718 2.34561 -0.49833 0.001
C 3.58584 2.32700 -0.10331 0.000
N 2.83349 1.23998 -0.23861 0.002
H 0.26043 -3.38341 0.52375 0.002
H -1.74170 -5.41886 2.61715 0.003
H -3.32472 -4.38916 4.24623 -0.003
H -3.47119 -1.91217 4.40228 0.012
H -2.06626 -0.45720 2.97593 -0.002
H 2.94036 -2.07829 -0.65079 0.000
H 5.10333 -0.84108 -1.62531 0.000
H 6.49733 1.21318 -1.40473 0.000
H 5.49755 3.24598 -0.36165 0.000
H 3.10408 3.20081 0.31085 0.000
F 1.14276 1.96334 -2.40175 0.000
As 0.70458 3.69745 -2.16342 0.000
F 0.30471 3.04713 -0.45057 0.000
F 2.30917 3.93860 -1.58320 0.000
F 0.24834 5.24504 -1.62645 0.000
F 1.13721 4.10754 -3.75122 0.000
F -0.90789 3.32635 -2.60750 0.000
C -3.14984 0.94159 0.28453 0.000
C -2.44100 -0.01533 -0.67069 0.000
C -3.36765 -0.39715 -1.82885 0.000
C -1.17446 0.60317 -1.25078 0.001
H -4.02673 0.47860 0.74137 0.000
H -3.49218 1.82148 -0.26239 0.000
H -2.48372 1.28780 1.07532 0.000
H -2.21558 -0.94378 -0.13297 0.000
H -3.59550 0.47782 -2.43942 0.000
H -4.31062 -0.79793 -1.45314 0.000
H -2.90917 -1.14536 -2.47622 0.000
H -1.41200 1.60270 -1.60773 0.000
H -0.83226 0.01247 -2.10814 0.000
```

no.,electronic energy (Eh)
1,-2607.01208
2,-6100.42978
3,-393.59220
4,-325.87078
5,-308.22247
6,-3913.05024